# 1
{"formula": "C3H6NOPS2", "method": "ωB97M-V/def2-TZVPD", "symbols": ["H", "S", "O", "H", "H", "H", "S", "H", "C", "C", "N", "C", "P", "H"], "coordinates": [[1.974, 2.637, -0.107], [-0.327, 2.755, 0.167], [-0.741, -1.445, 0.261], [1.434, 3.943, 1.025], [-1.716, -3.177, 0.951], [-2.679, -1.497, 0.924], [-0.681, -1.530, -2.780], [1.503, 2.217, 1.708], [1.433, 2.956, 0.763], [-1.956, -2.195, 0.351], [2.716, -0.984, -0.729], [1.570, -0.871, -0.846], [-0.172, -0.633, -1.041], [-2.359, -2.176, -0.648]], "mulliken_charge": [0.260, -0.085, -0.225, 0.354, 0.193, 0.222, -0.290, 0.230, -0.731, -0.507, -0.327, 0.341, 0.287, 0.277], "relative_energy_kj_mol": 178.3, "orbital_gap_ev": [6.6, 7.0], "charge": 0}

---

# 2
{"formula": "C23H41F5NdOP2Te", "method": "ωB97M-V/def2-TZVPD", "symbols": ["H", "H", "C", "H", "H", "H", "H", "H", "F", "C", "C", "O", "H", "F", "H", "H", "C", "H", "C", "H", "C", "C", "H", "H", "F", "H", "C", "H", "H", "F", "H", "H", "C", "C", "C", "P", "H", "H", "C", "H", "H", "C", "H", "C", "C", "C", "C", "H", "H", "H", "H", "H", "Te", "C", "C", "Nd", "H", "H", "C", "C", "P", "C", "H", "H", "F", "C", "H", "H", "H", "H", "H", "H", "H", "H"], "coordinates": [[2.124, -4.173, 5.189], [-0.543, 4.147, 1.285], [0.742, -3.418, 0.846], [1.978, 1.847, -3.892], [-1.206, -1.842, 2.756], [-0.047, 0.128, 3.505], [7.073, -5.191, 0.065], [5.298, -7.448, 0.710], [-4.267, -0.464, -1.916], [6.499, -5.186, 1.002], [1.615, 1.248, -3.041], [-1.976, -1.303, -1.013], [5.154, -6.910, -0.991], [-3.046, -3.529, 0.007], [-0.855, 0.626, -4.022], [2.056, -3.016, -0.839], [-1.514, 1.238, -3.385], [1.666, -5.459, 4.005], [1.955, -0.274, 2.769], [2.148, 2.647, 0.935], [0.938, 2.349, -0.805], [0.483, -3.126, 2.358], [1.115, 0.362, -3.505], [3.201, -5.598, 4.943], [-3.342, -2.840, -2.637], [-0.211, -3.903, 2.716], [-0.295, 2.534, -0.140], [-3.287, 1.402, -0.836], [2.509, 0.935, -2.475], [-5.505, -2.614, -1.052], [-2.919, 2.705, 0.311], [2.839, 1.493, -0.217], [-0.769, 1.997, -2.343], [4.979, -3.665, 4.131], [2.501, -4.905, 4.459], [4.685, -5.064, 0.544], [4.867, -5.948, 2.847], [3.234, -6.226, 2.148], [-2.790, 2.378, -0.725], [6.682, -6.134, 1.526], [6.820, -4.348, 1.633], [4.062, -5.507, 2.235], [0.312, 2.726, 1.917], [2.656, -1.675, 0.618], [4.701, -6.846, 0.008], [-0.114, -1.827, 2.754], [2.903, -1.243, 2.019], [0.989, -4.495, 0.724], [4.757, -2.831, 4.811], [2.920, 3.229, -0.536], [2.020, 0.701, 2.243], [-3.328, 3.095, -1.355], [-3.695, -2.014, -0.972], [2.271, 2.425, -0.133], [0.673, 2.028, -2.189], [-0.184, -0.109, -1.235], [-1.439, 2.669, 1.660], [3.674, -7.240, -0.021], [-0.495, 3.043, 1.245], [1.850, -2.660, 0.174], [3.470, -4.064, 3.154], [0.536, -0.683, 3.055], [3.008, -2.148, 2.656], [5.197, -4.570, 4.710], [-3.976, -1.069, 0.641], [-1.343, 2.316, -1.077], [3.918, -0.791, 2.027], [-2.037, 1.918, -4.071], [5.822, -3.414, 3.474], [1.406, -3.298, 2.928], [-2.315, 0.597, -2.958], [-0.237, -3.320, 0.331], [2.404, -0.076, 3.772], [3.295, -1.167, -0.115]], "lowdin_spin": [0.000, 0.000, 0.000, -0.001, 0.000, 0.000, 0.000, 0.000, 0.000, 0.000, -0.002, -0.010, 0.000, 0.000, 0.000, 0.000, -0.002, 0.000, 0.000, 0.000, -0.003, 0.000, -0.001, 0.000, 0.000, 0.000, -0.007, 0.000, 0.000, 0.000, 0.000, 0.000, -0.010, 0.000, 0.000, 0.000, 0.000, 0.000, 0.001, 0.000, 0.000, 0.000, 0.000, -0.001, 0.000, 0.000, 0.000, 0.000, 0.000, 0.000, 0.000, 0.000, 0.000, 0.001, -0.012, 3.052, 0.000, 0.000, -0.001, -0.001, 0.000, 0.000, 0.000, 0.000, 0.000, -0.005, 0.000, -0.001, 0.000, 0.000, 0.000, 0.000, 0.000, 0.000], "multiplicity": 4, "s2": 3.757, "orbital_gap_ev": [5.8, 5.8], "charge": 1}

---

# 3
{"formula": "C7H12N2O", "method": "ωB97M-V/def2-TZVPD", "symbols": ["C", "H", "H", "O", "H", "C", "H", "C", "H", "C", "C", "C", "H", "H", "C", "H", "H", "H", "H", "N", "N", "H"], "coordinates": [[-2.011, -1.584, 0.435], [-2.296, -2.670, 0.520], [0.779, -0.768, -1.545], [-2.135, -1.205, -0.844], [-0.731, 0.761, 1.459], [1.576, -0.231, -0.890], [2.282, -1.021, -0.488], [-2.708, 1.075, -0.157], [0.230, -1.975, 0.678], [-0.259, 0.096, 0.761], [-2.153, 0.197, -1.029], [0.974, 2.041, -0.040], [-2.590, -0.940, 1.038], [-0.718, -1.417, 2.029], [-0.571, -1.267, 0.991], [0.434, 2.620, 0.629], [0.540, 2.231, -1.030], [2.217, 0.408, -1.547], [1.963, 2.399, -0.077], [0.889, 0.540, 0.163], [-3.155, 1.948, 0.436], [-1.482, 0.674, -1.648]], "mulliken_charge": [-0.616, 0.382, 0.298, -0.418, 0.556, -0.901, 0.285, 0.600, 0.294, -0.502, -0.741, -1.055, 0.420, 0.339, -0.404, 0.385, 0.387, 0.357, 0.364, 0.054, -0.584, 0.499], "relative_energy_kj_mol": 473.3, "orbital_gap_ev": [6.6, 7.2], "charge": 0}

---

# 4
{"formula": "C10H18BaF9N4O3", "method": "ωB97M-V/def2-TZVPD", "symbols": ["Ba", "H", "N", "O", "C", "H", "C", "H", "F", "C", "H", "F", "H", "H", "H", "H", "N", "F", "F", "H", "H", "H", "C", "O", "C", "H", "H", "O", "N", "F", "F", "F", "H", "C", "C", "H", "N", "C", "H", "F", "C", "H", "H", "C", "F"], "coordinates": [[-0.022, 0.745, -0.269], [0.115, 0.259, -5.022], [-1.348, -1.196, -5.456], [-0.965, 0.960, -2.621], [-1.205, 2.231, 2.847], [-0.998, -2.128, 1.017], [-1.130, 0.008, -3.359], [-1.713, 2.210, 3.819], [5.325, -1.026, 0.029], [-2.412, -0.868, 1.832], [-2.169, 3.420, -0.167], [3.413, -2.874, -0.629], [-2.995, 2.186, 1.643], [-0.346, 2.894, 2.976], [-1.490, 0.937, -5.217], [-0.850, -1.046, 3.276], [-0.702, 0.888, 2.498], [3.937, -2.293, 2.047], [4.707, 0.500, 1.437], [-3.012, -1.655, 2.298], [-3.114, -0.123, 1.454], [-0.890, 3.953, 0.639], [-1.526, -0.265, 2.917], [-1.450, -1.180, -2.864], [-0.945, 0.064, -4.854], [-2.574, 3.762, 2.266], [-1.517, -1.730, -3.689], [1.995, 0.181, 0.388], [-1.484, 3.136, 0.527], [2.721, -0.677, 2.816], [2.971, -1.168, -1.909], [1.381, -2.069, -0.776], [-2.225, -1.136, -5.950], [2.700, -1.758, -0.738], [-2.152, 2.855, 1.827], [-0.652, -1.578, -6.079], [-1.613, -1.385, 0.698], [2.866, -1.534, 1.804], [-2.153, 0.007, 3.773], [4.367, 0.774, -0.672], [2.976, -0.785, 0.450], [0.234, 0.779, 2.872], [-2.211, -1.811, -0.003], [4.375, -0.128, 0.309], [1.781, -2.337, 1.818]], "mulliken_charge": [1.791, 0.299, -0.591, -0.852, -0.850, 0.163, 0.550, 0.336, -0.252, -0.478, 0.212, -0.253, 0.257, 0.432, 0.322, 0.463, -0.088, -0.256, -0.245, 0.397, 0.271, 0.232, -0.824, -0.454, -0.191, 0.389, 0.463, -1.098, -0.518, -0.250, -0.273, -0.223, 0.204, 0.384, -0.485, 0.222, -0.497, 0.522, 0.259, -0.234, 1.095, 0.229, 0.182, 0.510, -0.270], "relative_energy_kj_mol": 14.4, "orbital_gap_ev": 10.2, "charge": 1}

---

Repeat the third record exactly.
{"formula": "C7H12N2O", "method": "ωB97M-V/def2-TZVPD", "symbols": ["C", "H", "H", "O", "H", "C", "H", "C", "H", "C", "C", "C", "H", "H", "C", "H", "H", "H", "H", "N", "N", "H"], "coordinates": [[-2.011, -1.584, 0.435], [-2.296, -2.670, 0.520], [0.779, -0.768, -1.545], [-2.135, -1.205, -0.844], [-0.731, 0.761, 1.459], [1.576, -0.231, -0.890], [2.282, -1.021, -0.488], [-2.708, 1.075, -0.157], [0.230, -1.975, 0.678], [-0.259, 0.096, 0.761], [-2.153, 0.197, -1.029], [0.974, 2.041, -0.040], [-2.590, -0.940, 1.038], [-0.718, -1.417, 2.029], [-0.571, -1.267, 0.991], [0.434, 2.620, 0.629], [0.540, 2.231, -1.030], [2.217, 0.408, -1.547], [1.963, 2.399, -0.077], [0.889, 0.540, 0.163], [-3.155, 1.948, 0.436], [-1.482, 0.674, -1.648]], "mulliken_charge": [-0.616, 0.382, 0.298, -0.418, 0.556, -0.901, 0.285, 0.600, 0.294, -0.502, -0.741, -1.055, 0.420, 0.339, -0.404, 0.385, 0.387, 0.357, 0.364, 0.054, -0.584, 0.499], "relative_energy_kj_mol": 473.3, "orbital_gap_ev": [6.6, 7.2], "charge": 0}